C5H8N2 | ωB97M-V/def2-TZVPD

Structure (XYZ):
```
15
Properties=species:S:1:pos:R:3:lowdin_charge:R:1
C 0.764 -0.752 -1.181 -0.040
C 1.563 -1.204 -0.011 -0.179
C -1.910 0.295 0.266 -0.210
C 1.064 0.910 0.367 -0.233
C 0.495 0.543 -0.923 -0.136
N -2.196 -0.835 0.716 0.053
N 1.710 -0.332 0.896 0.057
H 0.499 -1.323 -2.074 0.105
H 1.802 -2.237 0.109 0.095
H -1.650 1.235 0.700 0.064
H -2.200 0.406 -0.776 0.064
H 1.773 1.714 0.404 0.117
H 0.394 1.299 1.112 0.098
H -0.288 1.159 -1.292 0.083
H -1.820 -0.878 1.688 0.061
```

## Properties
Orbital gap   10.14 eV
SMILES   C1=CCN=C1.C=N
Energy relative to the best compared isomer or geometry (same formula, charge and spin)   64.5 kcal per mole
Total energy   -304.732641 Eh
LUMO   0.5 eV
HOMO   -9.62 eV



C7H10NSe | ωB97M-V/def2-TZVPD

Structure (XYZ):
```
19
Properties=species:S:1:pos:R:3:lowdin_charge:R:1
C -1.569 1.979 0.075 0.036
C -1.169 1.533 -1.140 -0.015
C -1.653 1.016 1.132 0.028
C -0.743 0.254 -1.328 -0.003
C -1.266 -0.260 0.905 -0.019
C -0.392 -1.892 -0.507 0.170
C 2.553 -0.595 1.171 -0.481
N -0.787 -0.638 -0.304 -0.089
Se 3.082 0.194 -0.425 0.756
H -1.914 2.933 0.135 0.098
H -1.034 2.085 -2.022 0.122
H -2.132 1.191 2.067 0.124
H -0.329 0.015 -2.283 0.146
H -0.957 -0.837 1.757 0.151
H -0.134 -1.957 -1.494 0.073
H -0.220 -2.737 0.069 0.102
H 1.969 -0.022 1.850 -0.043
H 3.260 -1.350 1.622 0.014
H 3.435 -0.913 -1.279 -0.168
```

## Properties
Orbital gap (spin up / spin down)   8.40 / 5.34 eV
Energy relative to the best compared isomer or geometry (same formula, charge and spin)   72.8 kcal per mole
Total energy   -2728.492151 Eh
Total charge   +1
LUMO (spin up / spin down)   -4.4 / -5.8 eV
HOMO (spin up / spin down)   -12.77 / -11.10 eV



CH4N2O | ωB97M-V/def2-TZVPD

Structure (XYZ):
```
8
Properties=species:S:1:pos:R:3:lowdin_charge:R:1
N -0.370 1.128 -0.223 0.099
C -0.220 -0.210 0.080 -0.538
O 0.081 -1.046 -0.973 -0.045
N 1.071 -0.847 0.120 0.077
H -0.752 1.723 0.484 0.078
H 0.164 1.513 -0.985 0.094
H -0.951 -0.562 0.805 0.144
H 0.977 -1.698 0.691 0.091
```

## Properties
Orbital gap   10.67 eV
SMILES   N[C@@H]1NO1
Energy relative to the best compared isomer or geometry (same formula, charge and spin)   79.4 kcal per mole
Total energy   -225.165403 Eh
LUMO   1.0 eV
HOMO   -9.67 eV



> Which value of energy relative to the best compared isomer or geometry (same formula, charge and spin) does entry 2 give?

72.8 kcal per mole



Repeat the second record exactly.
C7H10NSe | ωB97M-V/def2-TZVPD

Structure (XYZ):
```
19
Properties=species:S:1:pos:R:3:lowdin_charge:R:1
C -1.569 1.979 0.075 0.036
C -1.169 1.533 -1.140 -0.015
C -1.653 1.016 1.132 0.028
C -0.743 0.254 -1.328 -0.003
C -1.266 -0.260 0.905 -0.019
C -0.392 -1.892 -0.507 0.170
C 2.553 -0.595 1.171 -0.481
N -0.787 -0.638 -0.304 -0.089
Se 3.082 0.194 -0.425 0.756
H -1.914 2.933 0.135 0.098
H -1.034 2.085 -2.022 0.122
H -2.132 1.191 2.067 0.124
H -0.329 0.015 -2.283 0.146
H -0.957 -0.837 1.757 0.151
H -0.134 -1.957 -1.494 0.073
H -0.220 -2.737 0.069 0.102
H 1.969 -0.022 1.850 -0.043
H 3.260 -1.350 1.622 0.014
H 3.435 -0.913 -1.279 -0.168
```

## Properties
Orbital gap (spin up / spin down)   8.40 / 5.34 eV
Energy relative to the best compared isomer or geometry (same formula, charge and spin)   72.8 kcal per mole
Total energy   -2728.492151 Eh
Total charge   +1
LUMO (spin up / spin down)   -4.4 / -5.8 eV
HOMO (spin up / spin down)   -12.77 / -11.10 eV



> Which value of total energy does entry 1 give?

-304.732641 Eh